No. 1
Formula: C5H11N5O
Source: OMol25
Level of theory: ωB97M-V/def2-TZVPD

ΔE to the lowest compared entry with this formula, charge and spin (kcal/mol): 104.0
Max |F| (hartree/bohr): 0.104
Energy (eV): -14842.5554
Net charge: +2
HOMO level (eV): -16.3
Frontier orbital gap (eV): 7.9
M (g/mol): 157.18

Positions of all 22 atoms, in Å:
C (0.496, 1.133, -0.197)
C (0.078, -0.425, -1.673)
C (-1.117, 1.017, 2.207)
C (0.550, -0.054, 0.456)
C (0.884, -2.407, -0.299)
N (0.101, 0.912, -1.507)
N (0.326, -1.025, -0.467)
N (-0.357, 0.633, 3.049)
N (0.128, -1.131, -2.816)
N (-2.188, 1.611, 1.851)
O (0.347, 2.349, 0.376)
H (1.058, -0.160, 1.289)
H (1.896, -2.586, -0.524)
H (0.697, -2.683, 0.714)
H (0.458, -3.021, -1.049)
H (0.001, 1.819, -2.070)
H (1.171, 2.956, 0.188)
H (0.514, 0.348, 3.362)
H (0.025, -0.756, -3.721)
H (0.256, -2.185, -2.753)
H (-2.593, 1.566, 0.937)
H (-2.732, 2.090, 2.647)

No. 2
Formula: C6H11NO
Source: OMol25
Level of theory: ωB97M-V/def2-TZVPD

SMILES string: CO/N=C/[C@H]1C[C@H]1C
ΔE to the lowest compared entry with this formula, charge and spin (kcal/mol): 103.6
Max |F| (hartree/bohr): 0.082
Energy (eV): -9933.9607
HOMO level (eV): -9.1
Frontier orbital gap (eV): 10.2
M (g/mol): 113.16

Positions of all 19 atoms, in Å:
C (2.534, 1.730, -1.633)
O (2.270, 1.049, -0.461)
N (1.083, 0.345, -0.389)
C (0.975, -0.327, 0.663)
C (-0.182, -1.235, 0.935)
C (-1.334, -0.828, 1.806)
C (-1.597, -1.082, 0.369)
C (-2.000, -0.047, -0.576)
H (1.776, 2.628, -1.687)
H (2.284, 1.096, -2.414)
H (3.538, 2.189, -1.552)
H (1.747, -0.449, 1.356)
H (0.285, -2.317, 0.936)
H (-1.263, 0.213, 2.098)
H (-1.901, -1.342, 2.675)
H (-2.040, -2.079, 0.228)
H (-1.480, -0.200, -1.581)
H (-1.622, 0.898, -0.117)
H (-3.074, -0.240, -0.657)

No. 3
Formula: CHCl2NO
Source: OMol25
Level of theory: ωB97M-V/def2-TZVPD

ΔE to the lowest compared entry with this formula, charge and spin (kcal/mol): 81.3
Max |F| (hartree/bohr): 0.061
Energy (eV): -29629.7944
HOMO level (spin up / spin down) (eV): -9.9 / -9.9
Frontier orbital gap (spin up / spin down) (eV): 7.1 / 7.1
M (g/mol): 113.93

Positions of all 6 atoms, in Å:
C (-0.562, -0.209, 0.824)
N (-0.642, 0.057, -0.369)
O (1.389, 0.367, -1.013)
Cl (-2.007, -0.454, 1.728)
Cl (1.476, 0.554, -2.579)
H (0.347, -0.315, 1.409)

No. 4
Formula: H41O20
Source: OMol25
Level of theory: ωB97M-V/def2-TZVPD

ΔE to the lowest compared entry with this formula, charge and spin (kcal/mol): 139.8
Max |F| (hartree/bohr): 0.234
Energy (eV): -41605.7595
Net charge: +1
HOMO level (eV): -12.6
Frontier orbital gap (eV): 10.2
M (g/mol): 361.31

Positions of all 61 atoms, in Å:
O (-4.136, 2.760, -1.152)
H (-5.015, 2.955, -1.188)
O (-1.753, 0.216, -1.879)
H (-1.788, 0.343, -0.985)
H (-1.107, -0.324, -2.220)
O (-0.740, -4.937, -2.387)
H (-0.797, -5.123, -3.306)
H (-0.443, -4.023, -2.322)
O (-0.485, -1.136, -4.548)
H (-1.282, -1.093, -5.136)
H (0.225, -1.467, -5.212)
O (1.304, -4.531, 2.517)
H (-0.975, 4.665, 0.480)
H (2.235, -4.777, 2.543)
O (-0.527, 4.531, -0.439)
H (0.575, 2.657, -2.991)
H (0.289, 5.173, -0.223)
O (-0.173, 3.229, -2.722)
H (-0.112, 3.409, -1.708)
H (-1.499, 2.694, -3.310)
O (3.717, -0.196, 1.283)
H (3.547, -0.999, 1.006)
H (4.343, -0.198, 2.046)
O (1.264, 0.721, -0.488)
H (1.783, 0.574, 0.308)
H (0.724, -4.564, 3.247)
O (3.877, -1.396, -2.153)
H (4.687, -1.089, -1.597)
H (3.711, -2.176, -2.429)
O (2.700, -2.652, 0.584)
H (2.180, -3.450, 0.747)
H (2.029, -2.191, 0.069)
O (-0.290, -1.356, 5.125)
H (-1.003, -1.636, 5.764)
H (0.478, -1.407, 5.706)
O (-3.298, 3.123, 1.222)
H (-2.941, 2.247, 1.697)
H (-4.303, 3.244, 1.334)
O (2.353, -1.310, 3.426)
H (2.350, -1.423, 2.476)
H (1.907, -1.993, 3.949)
O (0.518, -1.622, -1.249)
H (1.121, -1.892, -2.014)
H (0.779, -0.643, -1.016)
O (1.089, 1.156, 3.798)
H (1.293, 0.246, 3.718)
H (1.047, 1.310, 4.789)
O (1.747, 3.781, 0.947)
H (1.623, 3.966, 1.918)
H (2.498, 4.301, 0.711)
O (-2.315, 2.008, -3.407)
H (-3.092, 2.317, -2.608)
H (-2.365, 0.964, -3.072)
O (-2.499, 1.087, 2.757)
H (-1.731, 1.477, 2.674)
H (-2.622, 1.227, 3.780)
O (-3.148, -3.620, -2.809)
H (-2.252, -3.339, -2.712)
H (-3.612, -3.417, -1.959)
H (-3.589, 2.527, -0.395)
H (1.901, 1.072, -0.985)

No. 5
Formula: C6H5N2O3
Source: OMol25
Level of theory: ωB97M-V/def2-TZVPD

SMILES string: C=CC/N=c1/c(=O)n1C(=O)[O-]
ΔE to the lowest compared entry with this formula, charge and spin (kcal/mol): 4.3
Max |F| (hartree/bohr): 0.077
Energy (eV): -15424.3990
Net charge: -1
HOMO level (eV): -5.0
Frontier orbital gap (eV): 8.6
M (g/mol): 153.12

Positions of all 16 atoms, in Å:
C (2.656, 0.145, -0.828)
C (1.498, 0.230, -0.182)
C (1.045, -0.494, 1.122)
N (0.009, -1.556, 0.725)
C (-1.026, -1.100, 0.187)
C (-2.330, -1.232, -0.380)
O (-3.283, -1.917, -0.756)
N (-1.805, -0.041, -0.345)
C (-2.027, 1.600, -0.069)
O (-2.318, 1.660, 1.103)
O (-1.857, 2.220, -1.108)
H (2.944, 0.693, -1.685)
H (3.567, -0.480, -0.748)
H (0.752, 0.933, -0.404)
H (1.715, -1.028, 1.833)
H (0.463, 0.367, 1.535)

No. 6
Formula: C33H41ClN9O3PS2SiZr
Source: OMol25
Level of theory: ωB97M-V/def2-TZVPD

ΔE to the lowest compared entry with this formula, charge and spin (kcal/mol): 108.2
Max |F| (hartree/bohr): 0.045
Energy (eV): -107077.7733
HOMO level (eV): -6.4
Frontier orbital gap (eV): 4.7
M (g/mol): 861.62

Positions of all 92 atoms, in Å:
Zr (-1.023, -0.885, -0.471)
Cl (-3.444, 4.208, -5.480)
C (-2.903, 2.868, -4.519)
C (-2.575, 1.651, -5.163)
C (-2.145, 0.573, -4.444)
C (-2.000, 0.654, -3.035)
O (-1.573, -0.350, -2.361)
C (-2.347, 1.881, -2.402)
C (-2.265, 1.978, -1.007)
O (-1.851, 1.072, -0.236)
C (-2.803, 2.984, -3.171)
H (-2.676, 1.583, -6.238)
H (-1.899, -0.365, -4.926)
H (-2.586, 2.915, -0.536)
H (-3.074, 3.906, -2.671)
S (3.249, -3.461, -0.361)
C (3.546, -2.613, 1.073)
C (4.664, -3.071, 1.872)
N (5.570, -3.436, 2.480)
C (2.867, -1.523, 1.573)
S (1.514, -0.645, 0.832)
C (3.266, -0.882, 2.772)
N (3.488, -0.227, 3.702)
C (2.574, 2.570, 3.959)
N (1.163, 2.126, 4.342)
C (0.278, 3.356, 4.461)
N (0.297, 4.118, 3.257)
C (1.668, 4.500, 2.932)
N (2.546, 3.350, 2.769)
C (2.220, 2.547, 1.586)
P (0.506, 1.788, 1.598)
C (0.597, 1.152, 3.354)
C (-0.335, 3.408, 2.130)
H (3.172, 1.665, 3.845)
H (2.942, 3.167, 4.795)
H (1.217, 1.649, 5.243)
H (0.668, 3.948, 5.290)
H (-0.730, 3.012, 4.692)
H (2.058, 5.127, 3.738)
H (1.661, 5.081, 2.011)
H (2.941, 1.733, 1.504)
H (2.313, 3.184, 0.703)
H (1.221, 0.260, 3.362)
H (-0.407, 0.892, 3.690)
H (-1.374, 3.191, 2.397)
H (-0.356, 4.091, 1.275)
C (-3.301, -3.981, 0.410)
Si (-3.122, -2.566, -0.829)
C (-3.415, -3.276, -2.558)
C (-4.563, -1.349, -0.494)
H (-3.984, -4.745, 0.032)
H (-3.692, -3.622, 1.365)
H (-2.344, -4.462, 0.625)
H (-4.464, -3.556, -2.690)
H (-2.804, -4.167, -2.717)
H (-3.151, -2.553, -3.334)
H (-5.530, -1.840, -0.638)
H (-4.528, -0.490, -1.173)
H (-4.537, -0.972, 0.532)
C (3.661, 1.487, -2.881)
N (3.175, 0.117, -2.610)
C (3.755, -0.430, -1.346)
C (1.669, 0.040, -2.629)
C (1.226, -1.392, -2.793)
C (1.723, -2.080, -3.900)
C (1.442, -3.424, -4.082)
C (0.665, -4.073, -3.137)
C (0.150, -3.369, -2.059)
C (0.398, -2.008, -1.844)
H (4.748, 1.500, -2.843)
H (3.265, 2.148, -2.113)
H (3.319, 1.815, -3.860)
H (3.480, -0.506, -3.360)
H (3.479, 0.228, -0.525)
H (4.836, -0.490, -1.456)
H (3.338, -1.425, -1.150)
H (1.332, 0.669, -3.458)
H (1.332, 0.455, -1.678)
H (2.316, -1.568, -4.659)
H (1.824, -3.953, -4.946)
H (0.458, -5.131, -3.245)
H (-0.444, -3.918, -1.334)
N (-2.539, 0.216, 2.508)
C (-1.971, -1.035, 2.508)
O (-1.407, -1.455, 1.434)
C (-1.969, -1.762, 3.691)
C (-2.448, -1.119, 4.860)
N (-2.795, -0.486, 5.761)
C (-1.452, -3.085, 3.750)
N (-1.052, -4.162, 3.813)
H (-2.699, 0.640, 1.607)
H (-3.218, 0.407, 3.228)

Question: Among the records above, which one has the highest M?
Answer: C33H41ClN9O3PS2SiZr

Question: Which value of energy does entry 2 give?
Answer: -9933.9607 eV

Copy entry 4 word for word.
Formula: H41O20
Source: OMol25
Level of theory: ωB97M-V/def2-TZVPD

ΔE to the lowest compared entry with this formula, charge and spin (kcal/mol): 139.8
Max |F| (hartree/bohr): 0.234
Energy (eV): -41605.7595
Net charge: +1
HOMO level (eV): -12.6
Frontier orbital gap (eV): 10.2
M (g/mol): 361.31

Positions of all 61 atoms, in Å:
O (-4.136, 2.760, -1.152)
H (-5.015, 2.955, -1.188)
O (-1.753, 0.216, -1.879)
H (-1.788, 0.343, -0.985)
H (-1.107, -0.324, -2.220)
O (-0.740, -4.937, -2.387)
H (-0.797, -5.123, -3.306)
H (-0.443, -4.023, -2.322)
O (-0.485, -1.136, -4.548)
H (-1.282, -1.093, -5.136)
H (0.225, -1.467, -5.212)
O (1.304, -4.531, 2.517)
H (-0.975, 4.665, 0.480)
H (2.235, -4.777, 2.543)
O (-0.527, 4.531, -0.439)
H (0.575, 2.657, -2.991)
H (0.289, 5.173, -0.223)
O (-0.173, 3.229, -2.722)
H (-0.112, 3.409, -1.708)
H (-1.499, 2.694, -3.310)
O (3.717, -0.196, 1.283)
H (3.547, -0.999, 1.006)
H (4.343, -0.198, 2.046)
O (1.264, 0.721, -0.488)
H (1.783, 0.574, 0.308)
H (0.724, -4.564, 3.247)
O (3.877, -1.396, -2.153)
H (4.687, -1.089, -1.597)
H (3.711, -2.176, -2.429)
O (2.700, -2.652, 0.584)
H (2.180, -3.450, 0.747)
H (2.029, -2.191, 0.069)
O (-0.290, -1.356, 5.125)
H (-1.003, -1.636, 5.764)
H (0.478, -1.407, 5.706)
O (-3.298, 3.123, 1.222)
H (-2.941, 2.247, 1.697)
H (-4.303, 3.244, 1.334)
O (2.353, -1.310, 3.426)
H (2.350, -1.423, 2.476)
H (1.907, -1.993, 3.949)
O (0.518, -1.622, -1.249)
H (1.121, -1.892, -2.014)
H (0.779, -0.643, -1.016)
O (1.089, 1.156, 3.798)
H (1.293, 0.246, 3.718)
H (1.047, 1.310, 4.789)
O (1.747, 3.781, 0.947)
H (1.623, 3.966, 1.918)
H (2.498, 4.301, 0.711)
O (-2.315, 2.008, -3.407)
H (-3.092, 2.317, -2.608)
H (-2.365, 0.964, -3.072)
O (-2.499, 1.087, 2.757)
H (-1.731, 1.477, 2.674)
H (-2.622, 1.227, 3.780)
O (-3.148, -3.620, -2.809)
H (-2.252, -3.339, -2.712)
H (-3.612, -3.417, -1.959)
H (-3.589, 2.527, -0.395)
H (1.901, 1.072, -0.985)